A cluster of 2 separate species, C10H20O2 in total at a distorted geometry. Source: the Open Molecules 2025 dataset; level of theory: ωB97M-V/def2-TZVPD.

Structure (XYZ):
```
32
Properties=species:S:1:pos:R:3:forces:R:3:lowdin_charge:R:1
C 1.93285 -0.98497 -0.15581 -0.346 -5.198 -0.390 0.03
C 1.66632 -1.62030 -1.30880 0.712 -0.544 -1.072 -0.38
C 1.49691 -0.86571 -2.59318 1.450 -0.395 -1.271 -0.11
C 1.54652 -3.19606 -1.55520 -2.793 1.383 0.411 -0.07
C -1.47343 -0.80158 1.97575 -0.076 -0.314 -1.577 -0.05
C -2.75894 0.98646 0.96945 0.840 0.264 0.117 -0.07
C 0.27479 2.30081 -1.44255 2.034 0.699 1.023 -0.05
C 0.06625 2.89013 1.69435 2.812 0.914 -1.096 -0.01
C -1.55047 0.09416 0.67381 -1.207 -1.485 0.677 -0.31
C -0.38787 0.94551 0.37652 -0.754 -0.958 -0.540 -0.44
O -0.46522 1.39793 -0.85798 0.014 -0.319 1.354 -0.01
O 0.33350 1.46966 1.35683 0.692 1.861 0.607 -0.05
H 1.94683 0.02938 -0.06573 0.297 2.526 0.308 0.02
H 2.00780 -1.47844 -3.45274 -1.096 1.382 1.392 0.11
H 0.46611 -0.68995 -2.79479 -1.106 -0.471 -0.542 0.06
H 1.85709 0.17193 -2.58047 0.463 -0.352 0.192 0.06
H 2.40338 -3.76910 -1.25935 0.584 -0.149 -0.184 0.05
H 1.11332 -3.49200 -2.61152 1.242 0.825 2.068 0.10
H 0.72572 -3.45973 -0.82475 0.755 -0.235 -0.744 0.07
H -1.47752 -0.11089 2.82383 0.798 -0.420 0.086 0.08
H -2.39585 -1.39721 2.11088 0.199 0.388 -0.431 0.08
H -0.67910 -1.55897 1.86979 0.109 0.671 0.677 0.07
H -2.96726 1.58578 0.12786 -0.529 0.841 -1.018 0.07
H -3.56870 0.35490 1.19077 -1.382 -0.661 0.205 0.06
H -2.61529 1.64531 1.83133 0.192 -0.170 -0.024 0.08
H 1.04233 2.88946 -0.95247 -0.194 -0.453 0.373 0.06
H -0.14067 2.67569 -2.29047 -1.030 0.707 -2.416 0.03
H 2.08295 -1.69324 0.69221 -0.093 1.162 -0.197 0.08
H 0.53789 3.17374 2.65665 -0.334 -0.932 -0.338 0.09
H -0.98095 3.06972 1.74292 -0.745 0.270 -0.250 0.06
H 0.65184 3.58983 0.94948 -1.631 -1.339 1.133 0.11
H -1.74867 -0.49716 -0.28536 0.124 0.503 1.467 0.17
```
Forces are in eV/Å.

Summary:
- Kohn-Sham gap (spin up / spin down): 7.8267 / 7.2595 eV
- Multiplicity: 1
- E_tot: -14783.3213 eV
- Energy relative to the best compared isomer or geometry (same formula, charge and spin): 142.3 kcal per mole